{"formula": "C2H7NS2", "method": "ωB97M-V with the def2-TZVPD basis set", "orbital_gap_ev": 9.36, "e_above_lowest_ev": 0.453, "molar_mass_g_mol": 109.22, "elements": ["N", "C", "C", "S", "S", "H", "H", "H", "H", "H", "H", "H"], "positions_angstrom": [[-0.18654, -1.37508, 1.18272], [0.88531, -0.62339, 0.58072], [0.48843, 0.14851, -0.69311], [-0.20606, 1.68545, -0.09283], [-1.34896, 2.74153, -1.42406], [-0.82533, -1.93095, 0.64486], [-0.31206, -1.32471, 2.18419], [1.26521, 0.00783, 1.38633], [1.70072, -1.28653, 0.27486], [1.35233, 0.27727, -1.33943], [-0.24311, -0.48834, -1.19503], [-2.56993, 2.16840, -1.50922]], "atomic_forces_ev_per_a": [[-0.072, 0.269, 0.379], [-0.057, -0.675, 0.127], [-0.256, -0.601, 0.098], [-0.619, 0.463, 0.676], [0.404, 0.109, -0.719], [0.135, 0.050, 0.062], [-0.119, -0.069, -0.589], [0.218, 0.274, -0.310], [0.196, 0.029, 0.031], [0.007, 0.212, -0.055], [-0.052, 0.286, -0.180], [0.216, -0.347, 0.480]], "nbo_charge": [-0.883, -0.214, -0.557, 0.100, -0.142, 0.376, 0.385, 0.203, 0.177, 0.219, 0.219, 0.118]}

---

{"formula": "C2H7NS2", "method": "ωB97M-V with the def2-TZVPD basis set", "orbital_gap_ev": 9.36, "e_above_lowest_ev": 0.291, "molar_mass_g_mol": 109.22, "elements": ["N", "C", "C", "S", "S", "H", "H", "H", "H", "H", "H", "H"], "positions_angstrom": [[-2.83541, 0.54407, -1.02435], [-1.89615, -0.00952, -0.01606], [-0.60330, -0.57350, -0.66285], [0.70912, -0.81932, 0.63206], [1.98350, 0.74909, 0.17279], [-3.76986, 0.20383, -0.82677], [-2.62519, 0.07510, -1.90801], [-1.57473, 0.81544, 0.60315], [-2.31969, -0.87905, 0.47914], [-0.72828, -1.56910, -1.08647], [-0.19988, 0.09277, -1.42160], [1.86992, 1.48250, 1.28850]], "atomic_forces_ev_per_a": [[0.311, -0.903, -0.419], [0.667, -0.326, -1.414], [-0.006, 0.246, 0.820], [-0.091, 0.328, -0.679], [0.095, -0.265, 0.073], [-0.097, 0.233, 0.210], [-0.022, 0.334, 0.030], [-0.203, -0.130, 0.706], [-0.210, 0.367, 0.773], [-0.251, 0.051, -0.133], [0.046, 0.034, -0.004], [-0.239, 0.031, 0.037]], "nbo_charge": [-0.823, -0.237, -0.517, 0.072, -0.141, 0.354, 0.343, 0.196, 0.181, 0.214, 0.229, 0.129]}